{
  "formula": "C25H26N9O2PbS2",
  "method": "ωB97M-V with the def2-TZVPD basis set",
  "lumo_ha": -0.159,
  "fmax_ev_per_a": 0.7,
  "spin_multiplicity": 1,
  "homo_lumo_gap_ev": 6.211,
  "relative_energy_kj_mol": 18.5,
  "total_charge": 1,
  "elements": ["Pb", "O", "C", "C", "C", "C", "C", "C", "C", "O", "N", "N", "C", "C", "C", "C", "C", "C", "N", "H", "H", "H", "H", "H", "H", "H", "H", "H", "H", "S", "C", "C", "C", "C", "C", "N", "H", "H", "H", "H", "N", "C", "N", "C", "N", "C", "C", "N", "C", "S", "N", "C", "C", "H", "H", "H", "H", "H", "H", "H", "H", "H", "H", "H", "H"],
  "xyz": [[-0.31365, -0.83989, -0.26177], [2.30508, -3.70621, 2.46028], [1.74696, -3.43644, 3.67103], [2.30723, -3.95639, 4.83237], [1.73512, -3.69548, 6.06229], [0.58894, -2.91471, 6.15825], [0.03286, -2.39477, 5.01060], [0.59225, -2.64185, 3.75110], [-0.03110, -2.04562, 2.55814], [0.55259, -2.05455, 1.44084], [-1.25303, -1.48739, 2.75009], [-1.72906, -1.00460, 1.61858], [-2.91511, -0.53098, 1.54391], [-3.41418, -0.02698, 0.27054], [-4.72869, 0.40255, 0.13615], [-5.16877, 0.83329, -1.10009], [-4.28969, 0.82851, -2.17653], [-2.99613, 0.39875, -1.96503], [-2.57095, -0.01213, -0.76393], [3.05365, -4.29833, 2.59575], [3.20281, -4.56473, 4.76175], [2.19208, -4.10159, 6.95590], [0.14612, -2.70553, 7.12166], [-0.84032, -1.76150, 5.06548], [-3.56038, -0.53485, 2.41616], [-5.38635, 0.38098, 0.99478], [-6.19195, 1.16215, -1.22865], [-4.59923, 1.14663, -3.16187], [-2.26590, 0.37500, -2.76334], [-0.14773, -2.72527, -1.95137], [1.57496, -2.48127, -1.70953], [2.56551, -3.13508, -2.43983], [3.88371, -2.86076, -2.13142], [4.19873, -1.96315, -1.11306], [3.16608, -1.35164, -0.44113], [1.89175, -1.61073, -0.75441], [2.29826, -3.83360, -3.22023], [4.67408, -3.35002, -2.68660], [5.22383, -1.74569, -0.84914], [3.33161, -0.64812, 0.36556], [0.40202, 0.94426, 0.86711], [1.01350, 0.87586, 1.89979], [1.76177, 0.88132, 2.87449], [1.56191, 0.68818, 4.17807], [1.45514, 0.48925, 5.30808], [1.65312, 2.72193, -5.12207], [0.17250, 2.58990, -4.80642], [-0.15648, 3.04901, -3.44975], [-0.07672, 2.31216, -2.34069], [0.30213, 0.62447, -2.47547], [-0.31181, 2.88611, -1.17036], [-0.79037, 4.25378, -0.97272], [-2.26749, 4.41413, -1.30698], [1.84455, 2.39723, -6.14528], [2.24706, 2.10146, -4.44938], [1.98634, 3.75684, -5.02679], [-0.14896, 1.55474, -4.89308], [-0.42853, 3.18494, -5.49222], [-0.22092, 4.04757, -3.32458], [-0.14325, 2.31285, -0.34491], [-0.17431, 4.95090, -1.54693], [-0.61460, 4.48713, 0.07528], [-2.47838, 4.14638, -2.34360], [-2.57777, 5.44748, -1.15225], [-2.87244, 3.77411, -0.66262]],
  "atomic_forces_ev_per_a": [[0.2, -0.1, 0.4], [0.0, 0.0, 0.1], [0.0, 0.0, -0.1], [0.0, 0.0, 0.0], [0.0, 0.0, 0.0], [0.0, 0.0, 0.0], [0.0, 0.0, 0.0], [0.1, 0.0, -0.2], [-0.3, 0.0, 0.4], [0.1, -0.1, 0.0], [0.4, -0.2, 0.0], [-0.4, 0.2, -0.4], [-0.1, -0.1, 0.2], [0.0, 0.0, 0.1], [-0.1, 0.0, 0.0], [0.0, 0.0, -0.1], [-0.1, 0.0, 0.0], [0.0, -0.1, 0.2], [0.1, 0.1, -0.4], [0.0, 0.0, 0.0], [0.0, 0.0, 0.0], [0.0, 0.0, 0.0], [0.0, 0.0, 0.0], [0.0, 0.0, 0.0], [0.0, 0.0, 0.0], [0.0, 0.0, 0.0], [0.0, 0.0, 0.0], [0.0, 0.0, 0.0], [0.0, 0.0, 0.0], [-0.2, 0.0, 0.1], [0.1, -0.1, 0.0], [-0.1, -0.1, 0.0], [0.0, 0.0, 0.0], [0.1, -0.1, 0.0], [-0.3, -0.1, -0.1], [0.3, 0.4, -0.1], [0.0, 0.0, 0.0], [0.0, 0.0, 0.0], [0.0, 0.0, 0.0], [0.0, 0.0, 0.0], [0.0, 0.1, 0.3], [-0.4, 0.0, -0.4], [0.4, -0.1, 0.5], [-0.2, 0.0, -0.5], [0.0, 0.1, 0.0], [0.0, 0.0, 0.0], [0.0, 0.0, 0.1], [0.1, 0.0, -0.2], [0.0, -0.2, -0.1], [0.1, 0.3, -0.1], [-0.1, 0.0, 0.2], [0.0, -0.1, 0.0], [0.0, 0.0, 0.0], [0.0, 0.0, 0.0], [0.0, 0.0, 0.0], [0.0, 0.0, 0.0], [0.0, 0.0, 0.0], [0.0, 0.0, 0.0], [-0.1, 0.0, 0.0], [0.0, 0.0, 0.0], [0.0, 0.0, 0.0], [0.0, 0.0, 0.0], [0.0, 0.0, 0.0], [0.0, 0.0, 0.0], [0.0, 0.0, 0.0]]
}

---

{
  "formula": "C25H27AsFeN4O2S2SbSe4",
  "method": "ωB97M-V with the def2-TZVPD basis set",
  "s_squared": 0.8075,
  "lumo_ha": [-0.028, -0.015],
  "fmax_ev_per_a": 1.6,
  "spin_multiplicity": 2,
  "homo_lumo_gap_ev": [6.715, 7.045],
  "relative_energy_kj_mol": 0.0,
  "elements": ["Fe", "C", "C", "N", "O", "C", "C", "N", "O", "H", "H", "H", "H", "H", "H", "H", "S", "C", "C", "C", "C", "C", "C", "As", "C", "C", "C", "C", "C", "C", "C", "C", "C", "C", "C", "C", "H", "H", "H", "H", "H", "H", "H", "H", "H", "H", "H", "H", "H", "H", "S", "C", "N", "C", "C", "N", "H", "H", "H", "H", "H", "H", "Se", "Sb", "Se", "Se", "Se"],
  "xyz": [[-1.39200, 0.90501, 0.22025], [-4.75008, 2.06069, 2.52719], [-3.60430, 1.89033, 1.59348], [-2.70654, 0.96985, 1.68433], [-2.79371, 0.11349, 2.74256], [-3.41076, 2.72470, 0.41175], [-4.35875, 3.74429, -0.11462], [-2.27286, 2.43711, -0.12969], [-1.77979, 2.56787, -1.28003], [-4.62472, 1.44221, 3.41025], [-5.67710, 1.77113, 2.02747], [-4.84373, 3.10632, 2.82114], [-2.21472, -0.65607, 2.49584], [-5.37549, 3.35057, -0.13327], [-4.07198, 4.01569, -1.12886], [-4.35617, 4.64471, 0.50272], [-2.84425, -0.55044, -0.77200], [-2.09560, -1.25266, -2.19592], [-2.88830, -2.00884, -3.06953], [-2.33075, -2.59501, -4.18858], [-0.97380, -2.44599, -4.47236], [-0.18475, -1.70706, -3.61179], [-0.74727, -1.11725, -2.48536], [0.23619, -0.09001, -1.22085], [1.60566, -1.39698, -0.79173], [1.18484, -2.72537, -0.73059], [2.09860, -3.73906, -0.50325], [3.44625, -3.43702, -0.35005], [3.86545, -2.11819, -0.40596], [2.94722, -1.09503, -0.61181], [1.07689, 1.27386, -2.30897], [2.17533, 1.98840, -1.84646], [2.70393, 3.02471, -2.59994], [2.12283, 3.36987, -3.81142], [1.00661, 2.67900, -4.26072], [0.48131, 1.63621, -3.51226], [-3.94327, -2.12900, -2.85730], [-2.95881, -3.17784, -4.85050], [-0.54426, -2.90032, -5.35505], [0.87417, -1.58286, -3.81098], [0.13936, -2.97259, -0.86234], [1.75736, -4.76558, -0.45838], [4.16811, -4.22879, -0.19448], [4.91055, -1.87182, -0.28094], [3.30718, -0.07303, -0.64594], [2.61585, 1.75879, -0.88375], [3.56574, 3.56854, -2.23244], [2.53200, 4.18260, -4.39716], [0.53518, 2.95467, -5.19518], [-0.39677, 1.11223, -3.86678], [-0.92536, -2.16722, 2.01187], [0.07938, -1.92205, 3.32946], [1.09338, -2.72711, 3.68000], [1.77953, -2.29230, 4.88670], [1.14250, -0.90987, 5.13337], [0.00917, -0.91086, 4.21743], [1.31694, -3.54301, 3.13965], [2.85567, -2.22059, 4.72838], [1.58770, -2.97395, 5.71789], [1.84501, -0.10319, 4.90206], [0.81263, -0.79298, 6.16439], [-0.45209, -0.05948, 3.93109], [4.38108, -0.11725, 2.50113], [2.70118, 1.91782, 2.58822], [4.42617, 2.80440, 0.85391], [5.64642, 1.85695, 2.59918], [0.48462, 1.50466, 1.60550]],
  "atomic_forces_ev_per_a": [[-0.2, -1.1, -0.3], [0.0, 0.0, 0.0], [0.1, -0.1, 0.0], [0.0, -0.1, 0.2], [-0.2, 0.5, 0.1], [0.2, 0.5, 0.3], [0.0, 0.0, -0.1], [-0.5, -1.1, -1.0], [0.3, 0.7, 0.4], [0.0, 0.0, 0.0], [0.0, 0.0, 0.0], [0.0, 0.0, 0.0], [0.1, -0.2, -0.1], [0.0, 0.0, 0.0], [0.0, 0.0, 0.0], [0.0, 0.0, 0.0], [0.0, 0.4, 0.4], [-0.2, -0.1, -0.2], [0.0, 0.0, 0.0], [0.0, 0.0, 0.0], [0.0, 0.0, 0.0], [0.0, 0.0, -0.1], [-0.1, 0.1, -0.2], [0.3, 0.1, -0.3], [0.0, 0.0, 0.1], [0.0, 0.0, 0.1], [0.0, 0.0, 0.0], [0.0, 0.0, 0.0], [0.0, 0.0, 0.0], [0.0, 0.1, -0.1], [0.0, 0.0, 0.1], [0.0, 0.0, 0.1], [0.0, 0.0, 0.0], [0.0, 0.0, 0.0], [0.0, 0.0, 0.0], [0.0, -0.1, 0.0], [0.0, 0.0, 0.0], [0.0, 0.0, 0.0], [0.0, 0.0, 0.0], [0.0, 0.0, 0.0], [0.0, 0.0, 0.0], [0.0, 0.0, 0.0], [0.0, 0.0, 0.0], [0.0, 0.0, 0.0], [0.0, -0.1, 0.0], [-0.1, 0.0, -0.1], [0.0, 0.0, 0.0], [0.0, 0.0, 0.0], [0.0, 0.0, 0.0], [0.0, 0.0, 0.0], [-0.1, 0.0, -0.1], [0.2, 0.0, 0.0], [0.0, 0.1, -0.1], [0.0, 0.0, 0.0], [0.1, 0.1, 0.0], [-0.1, -0.1, 0.0], [0.0, 0.0, 0.0], [0.0, 0.0, 0.0], [0.0, 0.0, 0.0], [0.0, 0.0, 0.0], [0.0, 0.0, 0.0], [0.0, 0.0, 0.0], [-0.2, -0.2, 0.1], [-0.5, 0.1, -0.1], [-0.1, 0.3, -0.3], [0.7, -0.1, 0.3], [0.2, 0.5, 0.9]]
}